DFT (ωB97M-V with the def2-TZVPD basis set) results for a 6-piece molecular cluster, C32H66N3O12P2S6 overall in a non-equilibrium geometry.

The geometry in XYZ format:
```
121
Properties=species:S:1:pos:R:3:forces:R:3:lowdin_charge:R:1
C 6.33634 2.50944 1.03792 -0.6 0.2 -0.9 -0.120
O 6.96427 1.28378 1.44299 -0.3 0.8 0.8 -0.202
C 6.36449 0.66979 2.58063 0.1 -1.1 0.2 -0.250
C 5.55311 -0.64053 2.22510 0.1 0.3 0.9 -0.166
C 4.72070 -1.11153 3.50892 0.1 0.8 -0.8 -0.216
C 3.16130 -0.86796 3.29823 0.6 -1.2 0.8 -0.196
C 2.56784 -2.22200 2.69175 0.7 0.8 -0.7 -0.199
C 1.56130 -2.00609 1.49652 -0.4 0.0 0.7 -0.198
C 0.03978 -2.30801 1.88308 0.9 1.0 -1.3 -0.216
C -0.56120 -0.96971 2.43816 -1.0 -0.6 -0.6 -0.276
C -2.14908 -0.98398 2.48415 0.7 -0.5 0.7 -0.367
P -2.69337 0.83685 2.67201 2.9 -2.6 -1.6 0.449
N -3.17222 0.54166 4.45771 -1.0 0.4 0.2 -0.080
C -3.91224 1.36145 4.89790 0.0 1.2 2.1 -0.925
S -4.68733 2.56597 5.67676 0.2 -1.1 -0.7 0.537
O -3.06228 2.62222 2.81149 2.2 1.7 -0.7 -0.330
C -1.89457 3.22454 2.98469 -4.5 -1.7 0.7 -0.496
N -0.98767 3.66207 3.52258 2.3 1.4 0.0 0.124
P -4.75372 0.43300 1.98754 -1.1 -0.5 -1.1 0.623
N -4.86329 -0.59539 0.75755 -0.2 0.6 0.0 -0.376
H 5.84795 3.07826 1.86293 0.4 -0.7 -0.3 0.068
H 7.04963 3.21681 0.54144 -0.4 -1.1 0.6 0.056
H 5.54931 2.25026 0.27413 0.5 0.4 0.7 0.093
H 7.20905 0.33584 3.24815 -0.7 0.3 -0.5 0.122
H 5.73401 1.35690 3.20172 0.4 -0.3 -0.8 0.117
H 6.31092 -1.43024 1.98303 -0.7 0.7 -0.2 0.104
H 4.85321 -0.47490 1.36290 0.8 -0.2 0.7 0.114
H 4.95853 -2.19376 3.63438 -0.5 0.8 0.3 0.093
H 5.08459 -0.55793 4.41715 -0.2 -0.5 -0.8 0.099
H 2.71692 -0.63182 4.30280 0.2 -0.3 -1.0 0.102
H 2.96707 0.01753 2.64934 0.3 -0.7 0.3 0.103
H 3.46167 -2.76033 2.27144 -0.8 0.3 0.4 0.092
H 2.17237 -2.85034 3.52411 0.1 0.4 -0.7 0.107
H 1.88128 -2.56619 0.57995 -0.3 0.2 0.9 0.098
H 1.63591 -0.91936 1.21671 -0.2 -1.0 0.1 0.092
H -0.01820 -3.16012 2.60366 -0.1 0.7 -0.6 0.102
H -0.48935 -2.59798 0.91704 0.6 0.5 1.5 0.077
H -0.30391 -0.16155 1.69449 0.0 -0.6 0.8 0.094
H -0.09597 -0.72095 3.42198 -0.4 -0.1 -0.7 0.108
H -2.49998 -1.57375 3.37461 0.3 0.4 -0.9 0.075
H -2.50804 -1.47352 1.55040 0.1 0.5 0.7 0.048
H -2.24805 1.03538 1.29545 -0.6 0.2 0.1 0.020
H -1.36556 1.13646 3.14078 -0.6 0.2 0.2 0.017
H -5.54602 -0.05086 3.08920 0.4 0.5 -0.2 -0.018
H -5.32524 1.67945 1.58671 0.1 -0.2 0.6 -0.016
H -5.29103 -0.04780 0.00184 0.2 -0.4 0.1 -0.074
C -2.54989 -7.07948 -1.19561 0.1 0.0 -0.1 -0.222
C -1.68072 -7.68604 -0.09019 -0.1 -0.1 0.0 -0.220
C -0.70984 -6.59869 0.37938 0.2 -0.5 0.0 -0.219
S -1.52921 -5.03120 0.08040 -0.4 -0.1 0.2 0.659
O -0.78887 -4.31073 -0.92878 0.0 0.1 0.1 -0.322
O -1.89079 -4.43732 1.33748 0.0 -0.1 -0.1 -0.315
C -2.99594 -5.71979 -0.67126 -0.2 -0.3 -0.3 -0.221
H -3.40264 -7.71504 -1.43527 0.0 0.1 0.0 0.117
H -1.95638 -6.95340 -2.10522 -0.1 0.0 0.0 0.119
H -2.31712 -7.99624 0.74328 0.0 0.0 0.0 0.116
H -1.14319 -8.56960 -0.43760 0.0 0.0 0.0 0.111
H -0.48523 -6.69022 1.44063 0.0 0.2 -0.1 0.104
H 0.21423 -6.61032 -0.19844 0.0 0.1 0.0 0.104
H -3.35617 -5.05640 -1.45352 0.0 0.0 0.1 0.076
H -3.75142 -5.82804 0.10808 0.1 0.1 0.0 0.113
C 2.49807 7.45564 2.27210 -0.1 0.1 -0.1 -0.223
C 1.45456 6.52166 1.65403 -0.1 0.0 0.2 -0.209
C 2.06032 5.94004 0.37331 -0.5 0.0 -0.1 -0.215
S 3.83379 5.92359 0.62112 -0.3 -0.2 0.3 0.680
O 4.44155 6.84558 -0.31659 0.2 -0.2 -0.1 -0.335
O 4.29024 4.56032 0.75196 0.2 0.4 -0.4 -0.320
C 3.81361 6.68832 2.23507 0.0 0.3 0.3 -0.230
H 2.23133 7.74367 3.28940 0.0 0.0 0.0 0.117
H 2.58019 8.36770 1.67250 0.1 0.0 0.1 0.116
H 1.22903 5.71580 2.35200 -0.1 -0.1 0.0 0.112
H 0.52004 7.04262 1.44498 0.0 -0.1 0.0 0.118
H 1.71364 4.92432 0.18806 0.2 0.0 -0.1 0.109
H 1.84772 6.56881 -0.49168 0.2 0.0 0.0 0.103
H 4.68764 7.32713 2.35346 0.1 -0.1 -0.1 0.106
H 3.82635 5.89162 2.98000 0.0 0.0 -0.1 0.113
C -2.58292 -2.67553 -6.02501 -0.1 0.1 0.1 -0.223
C -2.35845 -2.50050 -4.51918 0.2 0.0 0.0 -0.204
C -3.59000 -3.06181 -3.80369 0.2 0.3 0.2 -0.207
S -4.26166 -4.32916 -4.88117 0.4 0.2 0.1 0.662
O -5.55950 -3.89978 -5.34201 -0.1 -0.3 0.1 -0.324
O -4.04884 -5.62778 -4.28312 -0.4 0.0 0.0 -0.338
C -3.08570 -4.10352 -6.20698 0.3 0.2 -0.3 -0.237
H -1.66964 -2.49770 -6.59383 0.0 0.0 0.0 0.114
H -3.34006 -1.96584 -6.37004 0.0 -0.1 0.0 0.119
H -1.46971 -3.06028 -4.21574 -0.1 0.0 0.0 0.120
H -2.19274 -1.45621 -4.25423 0.0 -0.1 0.0 0.121
H -3.33019 -3.50425 -2.84472 -0.1 0.0 0.0 0.080
H -4.35536 -2.29826 -3.66502 -0.1 -0.1 0.0 0.112
H -3.57268 -4.26958 -7.16640 -0.1 -0.1 0.1 0.105
H -2.28044 -4.82553 -6.06387 -0.1 0.0 0.0 0.107
C 7.54680 5.82734 -3.50025 -0.1 0.0 0.0 -0.221
C 7.29324 7.02520 -2.57945 0.0 0.1 -0.1 -0.213
C 7.67115 6.59961 -1.15887 -0.3 0.3 0.0 -0.218
S 8.93144 5.33648 -1.33186 0.0 0.3 -0.1 0.676
O 8.39989 4.08917 -0.84310 0.4 0.1 0.0 -0.318
O 10.19892 5.86000 -0.88060 0.0 -0.3 0.1 -0.331
C 8.92351 5.29376 -3.11807 -0.1 0.0 -0.5 -0.235
H 7.50535 6.10963 -4.55306 0.0 0.0 0.0 0.112
H 6.78692 5.06087 -3.32528 0.1 0.0 0.0 0.122
H 7.92182 7.86410 -2.89264 0.0 -0.1 0.0 0.115
H 6.25587 7.35839 -2.62591 0.0 0.0 0.1 0.110
H 8.07285 7.43067 -0.58181 0.1 -0.2 0.1 0.106
H 6.82227 6.15963 -0.63506 0.1 0.0 0.0 0.079
H 9.10313 4.27774 -3.46527 0.1 0.0 0.2 0.106
H 9.71506 5.95684 -3.47032 0.0 0.0 0.1 0.105
C -9.40765 -3.31472 -2.15772 0.1 -0.1 -0.1 -0.227
C -8.53806 -3.85394 -1.01688 -0.1 0.0 0.0 -0.219
C -7.66046 -2.69901 -0.52158 0.1 -0.5 0.0 -0.226
S -8.57497 -1.19618 -0.86030 0.1 -0.1 0.3 0.648
O -7.85410 -0.43179 -1.84852 -0.1 0.2 0.1 -0.327
O -9.01967 -0.61783 0.38253 0.0 0.3 -0.2 -0.327
C -9.96507 -1.98557 -1.66065 -0.2 -0.3 -0.3 -0.240
H -10.20597 -4.00958 -2.42254 0.0 0.0 0.0 0.111
H -8.79126 -3.15325 -3.04648 0.0 0.0 0.0 0.118
H -9.18082 -4.20323 -0.20365 0.0 0.0 0.0 0.114
H -7.92916 -4.69985 -1.33888 0.0 0.0 0.0 0.111
H -7.46634 -2.76783 0.54674 0.1 0.3 -0.1 0.103
H -6.71854 -2.64921 -1.06636 0.0 0.2 0.1 0.097
H -10.34176 -1.35067 -2.46067 0.1 0.1 0.1 0.104
H -10.73881 -2.14016 -0.90720 0.1 0.1 0.0 0.104
```
Positions in Å, forces in eV/Å.

Output
HOMO   -0.1831 Eh
Energy relative to the best compared isomer or geometry (same formula, charge and spin)   193.7 kJ/mol
Total charge   -1
Orbital gap   6.8 eV



DFT (ωB97M-V with the def2-TZVPD basis set) results for a 2-piece molecular cluster, C12H17N overall in a non-equilibrium geometry.

The geometry in XYZ format:
```
30
Properties=species:S:1:pos:R:3:forces:R:3:lowdin_charge:R:1
C -1.46386 -2.01382 -2.37154 -2.6 -0.4 -1.0 -0.104
C -2.19330 -1.52540 -1.05692 2.3 0.7 -1.4 -0.156
C -1.02741 -1.59145 -0.08048 -1.9 -0.3 1.1 -0.226
C -0.59619 -2.79240 0.45182 3.1 5.6 2.1 -0.009
N 0.41537 -2.50426 1.45781 -1.9 1.3 -1.9 0.078
C 0.50904 -1.08915 1.48196 1.6 -0.6 1.3 -0.213
C 1.47004 -0.36064 2.24819 -2.2 1.2 -2.3 -0.001
C 1.58320 0.99902 2.11460 -1.2 -1.1 -0.2 -0.107
C 0.72025 1.66770 1.30151 -4.3 1.3 -4.7 -0.150
C -0.29339 1.06168 0.51048 1.4 -3.5 0.7 0.028
C -0.38902 -0.49474 0.59862 0.7 2.8 -0.4 -0.073
H -1.98301 -1.73431 -3.30713 0.0 0.1 0.4 0.066
H -1.50561 -3.09513 -2.38984 0.1 -0.4 0.2 0.060
H -0.44007 -1.78246 -2.52745 0.9 0.8 0.5 0.057
H -2.66997 -0.52368 -1.20367 0.8 -0.7 0.4 0.114
H -2.97238 -2.20637 -0.77482 -0.4 -0.4 0.0 0.091
H -0.96003 -3.70930 0.41003 -1.5 -4.0 -0.7 0.069
H 0.97425 -3.20243 1.94141 -0.3 0.7 -0.2 0.143
H 2.09718 -0.90696 2.80368 2.4 -1.8 2.3 0.064
H 2.17010 1.70637 2.56559 2.3 0.6 1.8 0.078
H 0.72477 2.73361 0.90503 0.9 -1.0 1.7 0.110
H -0.76093 1.68358 -0.27305 -0.1 -0.8 0.6 0.087
C 1.40430 3.37047 -1.98295 -1.7 -2.1 0.4 -0.149
C -0.02292 3.94590 -2.38412 -0.2 -3.2 0.1 -0.147
H 1.42931 2.69653 -1.10360 -0.6 0.7 -0.1 0.028
H 1.88635 2.64795 -2.69418 -0.8 1.2 -0.2 0.081
H 2.04417 4.14881 -1.77718 1.7 1.7 0.4 0.017
H -0.83039 4.25204 -1.62815 1.7 -0.4 -0.8 0.086
H 0.11709 4.65868 -3.13841 0.1 1.6 -0.7 0.019
H -0.43290 3.09992 -3.00000 -0.3 0.6 0.8 0.062
```
Positions in Å, forces in eV/Å.

Output
Structure (SMILES)   CCc1c[nH]c2ccccc12.CC
HOMO   -0.2848 Eh
Energy relative to the best compared isomer or geometry (same formula, charge and spin)   295.1 kJ/mol
Orbital gap   8.7 eV



DFT (ωB97M-V with the def2-TZVPD basis set) results for C28H30N2O4PSW as an isolated structure.

The geometry in XYZ format:
```
67
Properties=species:S:1:pos:R:3:forces:R:3:lowdin_charge:R:1
W -1.06561 -0.16300 0.92140 0.0 0.0 -0.6 1.456
O -4.47773 1.78260 2.00340 0.0 0.0 0.0 0.167
C -3.43966 1.19511 2.03690 0.0 0.0 0.0 -0.504
O -2.55699 1.15120 1.02508 0.1 -0.1 0.1 -0.273
C -2.94388 0.39241 3.19497 0.1 0.0 0.2 -0.160
C -3.52486 0.34530 4.44537 0.0 -0.1 -0.1 0.056
C -2.92994 -0.43410 5.43246 0.0 0.0 0.0 0.002
C -1.76316 -1.12009 5.13321 0.0 0.1 -0.1 0.056
C -1.23346 -1.00370 3.85797 0.0 0.1 0.0 -0.149
N -1.81536 -0.26651 2.90141 0.0 0.0 0.3 0.019
C 0.03656 -1.64354 3.44749 -0.1 -0.2 0.1 -0.394
O 0.68626 -2.40853 4.07414 0.0 0.1 0.0 0.220
O 0.38050 -1.28271 2.14144 0.0 0.1 0.0 -0.193
H -4.42766 0.91519 4.61673 0.0 0.0 0.0 0.139
H -3.36701 -0.49721 6.41861 0.0 0.0 0.0 0.125
H -1.24701 -1.73136 5.85967 0.0 0.0 0.0 0.139
C 5.04493 2.44366 -2.50029 0.0 0.0 0.0 -0.060
C 3.81082 2.26974 -1.61389 0.0 0.0 0.0 -0.554
C 2.73876 3.25849 -2.09192 0.0 0.0 0.0 -0.042
C 4.19278 2.59390 -0.16404 0.0 0.0 0.0 -0.035
C 3.25766 0.84655 -1.66259 0.0 -0.1 0.0 -0.149
C 3.93159 -0.19877 -2.31784 0.0 0.1 0.0 -0.003
C 3.43536 -1.48688 -2.35274 0.0 0.0 0.0 -0.050
C 2.23388 -1.74784 -1.70709 0.0 0.1 0.0 -0.439
S 1.33647 -3.23359 -1.61764 0.0 0.0 0.0 1.180
C 0.12988 -2.43391 -0.69873 -0.1 0.1 0.0 -0.523
N 0.35383 -1.15682 -0.46382 0.0 0.0 0.1 -0.110
C 1.55478 -0.73293 -1.03300 0.0 0.0 0.0 -0.314
C 2.06266 0.56210 -1.01873 0.1 0.0 0.0 -0.018
C -1.09841 -3.00986 -0.19418 0.0 0.0 0.0 -0.247
C -1.52616 -4.30675 -0.46234 0.0 0.0 0.0 -0.028
C -2.75933 -4.71679 0.01287 0.0 0.0 0.0 -0.062
C -3.54076 -3.83511 0.75108 0.0 0.0 0.0 -0.061
C -3.08823 -2.55269 1.04079 0.0 0.0 0.0 -0.091
C -1.85546 -2.10134 0.56560 0.0 0.1 -0.1 -0.209
H 5.36160 3.48636 -2.47663 0.0 0.0 0.0 0.091
H 4.83754 2.18202 -3.53907 0.0 0.0 0.0 0.093
H 5.88555 1.84144 -2.15283 0.0 0.0 0.0 0.089
H 3.14346 4.27136 -2.09525 0.0 0.0 0.0 0.092
H 1.86305 3.26387 -1.44153 0.0 0.0 0.0 0.061
H 2.41210 3.02431 -3.10691 0.0 0.0 0.0 0.094
H 4.59714 3.60487 -0.09804 0.0 0.0 0.0 0.092
H 4.94807 1.89943 0.20707 0.0 0.0 0.0 0.095
H 3.32604 2.53583 0.49764 0.0 0.0 0.0 0.077
H 4.86623 -0.00019 -2.82025 0.0 0.0 0.0 0.109
H 3.97196 -2.26747 -2.87462 0.0 0.0 0.0 0.119
H 1.51141 1.33658 -0.50003 0.0 0.0 0.0 0.098
H -0.91344 -4.99017 -1.03807 0.0 0.0 0.0 0.109
H -3.11180 -5.71878 -0.18804 0.0 0.0 0.0 0.112
H -4.50692 -4.15607 1.11907 0.0 0.0 0.0 0.111
H -3.71978 -1.90648 1.64264 0.0 0.0 0.0 0.096
C -1.53005 2.65092 -1.44036 0.0 0.0 0.0 -0.229
P -1.58899 0.83411 -1.40441 0.0 -0.1 0.1 0.789
C -3.30962 0.42547 -1.82711 0.0 0.0 0.0 -0.227
C -0.71674 0.32484 -2.91587 0.0 0.0 0.0 -0.219
H -1.60037 3.01653 -2.46583 0.0 0.0 0.0 0.059
H -0.59936 3.00954 -1.00094 0.0 0.0 0.0 0.032
H -2.36217 3.04758 -0.86079 0.0 0.0 0.0 0.051
H -3.60287 0.94177 -2.74267 0.0 0.0 0.0 0.060
H -3.97812 0.72104 -1.02138 0.0 0.0 0.0 0.044
H -3.39062 -0.65053 -1.98607 0.0 0.0 0.0 0.053
H -1.26831 0.72206 -3.76910 0.0 0.0 0.0 0.061
H -0.69252 -0.76250 -2.99197 0.0 0.0 0.0 0.054
H 0.30290 0.70358 -2.94709 0.0 0.0 0.0 0.041
C 0.79094 0.13589 1.91205 -0.1 -0.1 0.1 -0.151
H 0.75964 0.68319 2.85699 0.0 0.0 0.0 0.088
H 1.78804 0.09736 1.48768 0.0 0.1 0.0 0.066
```
Positions in Å, forces in eV/Å.

Output
HOMO   -0.3743 Eh
Energy relative to the best compared isomer or geometry (same formula, charge and spin)   0.0 kJ/mol
Total charge   +1
Orbital gap   6.4 eV